{
  "formula": "C34H59N10OSi",
  "method": "ωB97M-V/def2-TZVPD",
  "homo_energy_ha": -0.403,
  "energy_ev": -61021.905,
  "charge": 1,
  "e_lumo_ev": -3.01,
  "symbols": ["Si", "O", "N", "N", "N", "N", "N", "N", "N", "N", "N", "N", "C", "C", "C", "C", "C", "C", "C", "C", "C", "C", "C", "C", "C", "C", "C", "C", "C", "C", "C", "C", "C", "C", "C", "C", "C", "C", "C", "C", "C", "C", "C", "C", "C", "C", "H", "H", "H", "H", "H", "H", "H", "H", "H", "H", "H", "H", "H", "H", "H", "H", "H", "H", "H", "H", "H", "H", "H", "H", "H", "H", "H", "H", "H", "H", "H", "H", "H", "H", "H", "H", "H", "H", "H", "H", "H", "H", "H", "H", "H", "H", "H", "H", "H", "H", "H", "H", "H", "H", "H", "H", "H", "H", "H"],
  "positions_angstrom": [[-1.42293, 0.64879, -0.59864], [-0.32855, -0.45759, -1.41207], [0.19735, -3.27926, -3.18873], [8.35322, 0.74960, 7.12361], [3.49409, 6.90232, 6.23446], [0.09687, 4.18963, 2.54940], [-2.04409, -6.49641, -3.06641], [-9.75198, -2.37737, -5.65894], [-3.68437, -3.87936, -5.35952], [-1.05813, -3.91794, -3.31690], [0.45194, -5.79747, -2.78394], [2.45221, -4.34741, -2.71273], [-0.49690, 1.66293, 0.80253], [-7.64169, -4.28437, -3.61099], [3.32105, -0.73540, -1.11886], [4.43336, 4.49991, 5.72554], [-1.77224, -2.32927, -6.28351], [-2.84248, -3.19251, -5.76624], [-3.14338, 6.18867, 2.23406], [6.96254, 4.03879, 8.48083], [8.31846, 2.08288, 9.38943], [-0.74677, 4.58652, 3.23984], [-6.42778, -3.60176, -4.22878], [-0.89783, -0.91288, -2.72426], [3.34596, -3.13890, -2.72621], [0.33522, -1.81246, -3.41021], [-8.74790, -4.57633, -4.62493], [2.70183, -3.32765, 0.03301], [-2.88490, -0.25437, 0.31906], [3.91176, 5.84364, 6.00929], [3.13338, -2.39300, -1.24392], [7.06254, 2.94240, 9.53398], [8.33606, 1.33528, 8.12494], [-3.15532, 5.19263, 3.38686], [1.10522, -4.42843, -2.88900], [-0.98478, -5.41555, -3.06919], [-2.02343, -1.90286, -7.72992], [2.44572, -2.57887, 1.47223], [3.06722, 0.03650, 0.32603], [4.37335, 4.16043, 4.23619], [-2.02926, -3.07206, -8.70671], [-9.31124, -3.34745, -5.19998], [2.61452, -0.93592, 1.60556], [2.95159, 4.10327, 3.69165], [-1.81305, 5.09664, 4.11219], [-2.20930, 1.97879, -1.76286], [7.06913, 3.41132, 10.52559], [-2.18125, -2.70935, -9.72839], [2.35539, 3.35995, 4.23052], [-4.13388, 6.24142, 1.77080], [4.49251, -3.44771, -2.74571], [-2.55869, -1.23104, 0.87467], [2.11006, -3.27324, 2.37271], [3.11928, -2.41551, -3.62744], [6.89728, 3.62090, 7.47147], [-6.68642, -2.62347, -4.64562], [1.31603, -1.29787, -3.05078], [-8.35892, -5.21796, -5.42462], [2.45071, 5.07275, 3.77496], [4.95108, 4.89214, 3.65847], [-1.53298, 6.08060, 4.50703], [-3.45120, 4.20682, 3.00795], [-2.83469, -3.77825, -8.48249], [-5.65580, -3.44463, -3.46862], [4.84639, 3.18341, 4.07853], [9.21157, 2.71511, 9.46124], [3.87196, 3.75312, 6.29967], [-1.92338, 4.42877, 4.97374], [-2.82484, -6.30205, -3.73863], [6.16604, 2.31252, 9.48430], [-8.03042, -3.66026, -2.79717], [5.47490, 4.44018, 6.06038], [0.63622, 1.38622, 0.89523], [2.94453, -5.27587, -2.53567], [-2.42969, 5.89558, 1.45789], [-1.04120, 1.56613, 1.85217], [2.54258, -4.49605, -0.05109], [-2.49891, 2.92962, -1.11419], [-3.17200, 1.45739, -2.23877], [-1.13032, 0.00165, -3.41658], [-1.69918, -1.43273, -5.65792], [-5.99854, -4.21433, -5.02807], [-1.07808, -3.61305, -8.67571], [0.23460, -1.60606, -4.57970], [-1.40463, 2.22471, -2.58894], [-0.53635, 2.81197, 0.51351], [8.36187, 1.37634, 10.22573], [-7.31779, -5.23090, -3.16112], [3.16935, 1.21709, 0.46323], [-2.87821, 7.19102, 2.58525], [2.41143, -0.37107, 2.62180], [-1.98306, -3.46361, -3.56011], [-3.92305, 5.50195, 4.10667], [-3.79324, -0.39421, -0.41409], [-1.23654, -1.20072, -8.03160], [7.83164, 4.70305, 8.52325], [-9.54528, -5.13871, -4.12653], [-3.24837, 0.51423, 1.15459], [3.61250, -0.13860, -2.10440], [-2.40292, -6.69257, -2.09865], [-0.80807, -2.84657, -6.21085], [-2.97684, -1.36595, -7.80523], [6.06460, 4.64219, 8.64851], [-1.87813, -1.52909, -2.56101], [2.96410, 3.82652, 2.63253]],
  "forces_ev_per_angstrom": [[0.1, 0.7, 1.7], [-2.6, 0.5, -1.7], [1.5, -4.4, 1.1], [-0.1, 0.8, 1.3], [0.5, -1.4, -0.3], [-1.2, 0.6, 0.9], [1.3, 3.2, -0.1], [0.6, -1.2, 0.6], [1.4, 0.7, -0.4], [-1.2, -4.4, 0.6], [-4.2, 6.6, -1.6], [0.3, -0.8, -0.6], [0.5, 0.7, 0.2], [0.3, 0.2, 0.3], [-1.1, -2.0, 3.1], [0.3, -0.1, -0.1], [0.0, 0.3, -0.1], [-0.7, -0.6, 0.3], [-0.1, 0.0, -0.1], [-0.1, 0.1, 0.0], [-0.1, 0.0, 0.3], [1.0, -0.3, -0.6], [-0.1, 0.0, 0.0], [1.3, -0.3, 0.7], [0.5, 1.3, 1.8], [-1.4, 2.4, -1.6], [-0.1, -0.2, 0.2], [0.3, 4.7, 0.6], [-0.7, 0.3, 0.4], [-0.5, 1.1, 0.4], [-0.8, 1.7, 2.7], [-0.3, 0.3, 0.0], [0.2, -0.6, -1.1], [-0.4, 0.1, -0.3], [-1.6, -0.5, 0.0], [3.8, 1.0, 0.6], [-0.1, 0.1, -0.6], [0.9, 2.0, -3.4], [-0.6, -5.0, -0.6], [-0.1, -0.1, -0.4], [0.0, -0.1, -0.1], [-0.5, 1.0, -0.6], [0.7, -1.2, -3.2], [0.1, 0.1, -0.1], [-0.2, -0.1, 0.2], [-0.3, -0.5, -0.6], [0.1, -0.2, -0.1], [0.0, -0.1, 0.2], [0.0, 0.1, -0.1], [0.2, 0.0, 0.1], [-2.7, 0.3, -0.3], [-0.8, 1.7, -1.2], [0.8, 1.9, -2.0], [0.4, -1.6, 1.9], [0.1, 0.0, 0.1], [0.0, -0.1, 0.0], [-1.8, -1.6, -0.3], [-0.1, 0.2, 0.0], [0.0, -0.2, 0.0], [0.0, -0.1, 0.2], [0.1, -0.2, -0.1], [0.1, 0.1, 0.1], [0.1, 0.1, 0.0], [-0.1, 0.0, -0.1], [0.1, 0.2, 0.2], [-0.1, -0.2, -0.2], [0.0, 0.2, 0.0], [0.2, 0.0, -0.1], [1.0, 0.0, 1.0], [0.2, 0.0, 0.1], [-0.1, -0.2, -0.1], [-0.2, 0.2, 0.1], [-2.2, 0.5, 0.0], [-1.3, 1.8, -0.4], [0.0, 0.1, 0.1], [1.3, 0.1, -2.2], [0.4, 2.8, 0.2], [0.6, -2.1, -1.6], [2.0, 1.5, 0.8], [0.5, -1.7, 1.2], [-0.2, -0.2, 0.1], [-0.1, 0.2, 0.2], [-0.1, 0.0, 0.0], [0.4, -0.6, 2.4], [-1.8, -0.1, 1.5], [0.1, -2.4, 0.6], [0.1, 0.0, -0.2], [-0.2, 0.1, -0.1], [-0.2, -3.0, -0.4], [0.0, -0.1, -0.1], [0.4, -1.5, -2.3], [1.8, -0.4, 0.4], [0.2, -0.1, 0.0], [1.7, -0.1, 1.6], [-0.1, -0.1, 0.2], [-0.1, -0.1, 0.0], [0.0, 0.2, -0.2], [0.7, -1.6, -1.8], [-0.6, -1.4, 2.4], [0.6, 0.4, -1.3], [-0.2, -0.1, 0.0], [0.2, 0.0, 0.1], [0.1, 0.0, 0.0], [1.7, 1.0, -0.3], [-0.1, 0.1, 0.2]]
}